1.
Here is one molecule with the formula C14H17N5O2S from OMol25. Energies are from ωB97M-V/def2-TZVPD.

Bonds (Å) are listed after each position.
Geometry (Å):
1 C -5.42956 -0.11065 -0.70684  C2 1.524, H23 1.088, H24 1.087, H25 1.088
2 C -4.91381 -1.49163 -1.09175  C1 1.524, C3 1.531, H26 1.092, H27 1.091
3 C -3.38551 -1.53921 -1.16866  C2 1.531, N4 1.435, H28 1.093, H29 1.093
4 N -2.79422 -1.29179 0.11470  C3 1.435, N5 1.338, C8 1.356
5 N -2.75267 -2.19917 1.09685  N4 1.338, N6 1.264
6 N -2.21005 -1.65888 2.10211  N5 1.264, N7 1.325
7 N -1.87033 -0.40153 1.85983  N6 1.325, C8 1.320
8 C -2.23581 -0.16131 0.61437  N4 1.356, N7 1.320, S9 1.728
9 S -2.04688 1.30701 -0.27711  C8 1.728, C10 1.828
10 C -1.38339 2.38835 1.03905  S9 1.828, C11 1.519, H30 1.091, H31 1.089
11 C -0.04791 2.97773 0.61827  C10 1.519, O12 1.212, C13 1.473
12 O 0.04837 4.17109 0.43075  C11 1.212
13 C 1.08186 2.05339 0.42448  C11 1.473, C14 1.396, C22 1.399
14 C 1.12875 0.75378 0.93206  C13 1.396, C15 1.380, H32 1.079
15 C 2.22752 -0.05139 0.71234  C14 1.380, C16 1.395, H33 1.077
16 C 3.31318 0.42576 -0.02173  C15 1.395, N17 1.391, C21 1.398
17 N 4.45142 -0.33222 -0.27470  C16 1.391, C18 1.373, H34 1.012
18 C 4.71816 -1.63617 0.06068  N17 1.373, C19 1.514, O20 1.206
19 C 6.09827 -2.06531 -0.39009  C18 1.514, H35 1.088, H36 1.086, H37 1.088
20 O 3.95023 -2.36142 0.64260  C18 1.206
21 C 3.27681 1.73070 -0.52183  C16 1.398, C22 1.374, H38 1.081
22 C 2.18115 2.52928 -0.29803  C13 1.399, C21 1.374, H39 1.080
23 H -5.09905 0.16365 0.29261  C1 1.088
24 H -6.51612 -0.10100 -0.71425  C1 1.087
25 H -5.07110 0.64193 -1.40582  C1 1.088
26 H -5.24960 -2.23022 -0.36135  C2 1.092
27 H -5.30804 -1.77447 -2.06856  C2 1.091
28 H -3.05892 -2.52979 -1.49518  C3 1.093
29 H -3.00960 -0.78044 -1.85988  C3 1.093
30 H -2.10093 3.19745 1.18003  C10 1.091
31 H -1.31054 1.77629 1.93623  C10 1.089
32 H 0.32014 0.35988 1.52831  C14 1.079
33 H 2.25408 -1.05118 1.11206  C15 1.077
34 H 5.17680 0.15973 -0.77964  N17 1.012
35 H 6.85723 -1.44481 0.08223  C19 1.088
36 H 6.25830 -3.10134 -0.10699  C19 1.086
37 H 6.18936 -1.97165 -1.47038  C19 1.088
38 H 4.11724 2.11149 -1.08578  C21 1.081
39 H 2.14517 3.53807 -0.68096  C22 1.080

Calculated values
HOMO level (eV): -8.7316
SMILES: CCCn1nnnc1SCC(=O)c1ccc(NC(C)=O)cc1
Energy above the lowest of the compared OMol25 structures with the same formula, charge and spin (kJ/mol): 0.0
Charge: 0
Orbital gap (Eh): 0.3258

***

2.
Here is one molecule with the formula C12H17P from OMol25. Energies are from ωB97M-V/def2-TZVPD.

Bonds (Å) are listed after each position.
Geometry (Å):
1 C -0.79289 0.89083 -1.59136  C2 1.371, C3 1.522, H14 1.099
2 C -1.39502 0.59752 -2.78774  C1 1.371, C4 1.466, H15 1.132
3 C -0.52849 0.16464 -0.28043  C1 1.522, C5 1.436, P13 1.887, H16 1.187
4 C -2.22564 -0.50799 -3.27569  C2 1.466, C6 1.354, H17 1.089
5 C -0.95372 -1.17798 -0.00105  C3 1.436, C7 1.401, H18 1.123
6 C -2.67384 -1.74671 -2.96480  C4 1.354, C8 1.437, H19 1.148
7 C -1.68554 -2.17305 -0.66123  C5 1.401, C8 1.404, H20 1.138
8 C -2.60283 -2.41766 -1.69554  C6 1.437, C7 1.404, H21 1.068
9 C 0.68313 1.74109 1.91851  C12 1.524, H22 1.109, H23 1.063, H24 1.071
10 C 1.85479 -0.25696 2.70450  C12 1.588, H25 1.090, H26 1.052, H27 1.149
11 C 3.14367 1.35473 1.38839  C12 1.572, H28 1.105, H29 1.081, H30 1.074
12 C 1.71013 0.71389 1.45566  C9 1.524, C10 1.588, C11 1.572, P13 1.823
13 P 1.33734 -0.07985 -0.14271  C3 1.887, C12 1.823
14 H -0.25312 1.84092 -1.47569  C1 1.099
15 H -1.15963 1.37512 -3.57537  C2 1.132
16 H -0.81165 0.87816 0.62511  C3 1.187
17 H -2.42199 -0.27443 -4.32156  C4 1.089
18 H -0.54522 -1.57071 0.96865  C5 1.123
19 H -3.38592 -2.22113 -3.73027  C6 1.148
20 H -1.83988 -3.06115 0.03384  C7 1.138
21 H -3.24200 -3.27098 -1.63741  C8 1.068
22 H 0.52288 2.55305 1.18091  C9 1.109
23 H -0.20341 1.18859 2.11419  C9 1.063
24 H 1.03737 2.21752 2.80958  C9 1.071
25 H 2.54042 -1.08565 2.53034  C10 1.090
26 H 1.00014 -0.55423 3.24145  C10 1.052
27 H 2.52259 0.42734 3.34106  C10 1.149
28 H 3.87647 0.61104 1.75066  C11 1.105
29 H 3.33992 1.47690 0.33240  C11 1.081
30 H 3.15194 2.36713 1.74561  C11 1.074

Calculated values
HOMO level (spin up / spin down) (eV): -7.3473 / -7.7148
Energy above the lowest of the compared OMol25 structures with the same formula, charge and spin (kJ/mol): 528.2
Charge: 0
Orbital gap (spin up / spin down) (Eh): 0.2448 / 0.2518

***

3.
Here is a 2-piece molecular cluster, C16H17N overall from OMol25. Energies are from ωB97M-V/def2-TZVPD.

Bonds (Å) are listed after each position.
Geometry (Å):
1 C -0.91734 -1.87270 -2.10853  C2 1.498, H11 1.145, H12 1.035, H13 1.117
2 C -1.21374 -0.40469 -2.07124  C1 1.498, C3 1.346, C10 1.410
3 C -1.26958 0.54446 -3.02386  C2 1.346, N4 1.360, H14 1.113
4 N -1.25477 1.79867 -2.49736  C3 1.360, C5 1.439, H15 1.045
5 C -1.26751 1.65415 -1.06595  N4 1.439, C6 1.387, C10 1.421
6 C -1.33178 2.49732 0.03342  C5 1.387, C7 1.401, H16 1.116
7 C -1.53286 2.02519 1.33675  C6 1.401, C8 1.385, H17 1.089
8 C -1.55378 0.64951 1.49496  C7 1.385, C9 1.367, H18 1.043
9 C -1.42378 -0.25354 0.47699  C8 1.367, C10 1.405, H19 0.985
10 C -1.28497 0.25325 -0.82600  C2 1.410, C5 1.421, C9 1.405
11 H -0.05831 -2.34703 -2.69856  C1 1.145
12 H -1.54282 -2.33979 -2.78866  C1 1.035
13 H -0.73033 -2.24823 -1.07365  C1 1.117
14 H -1.72007 0.43376 -4.03536  C3 1.113
15 H -1.93138 2.49623 -2.88197  N4 1.045
16 H -1.30517 3.59511 -0.16387  C6 1.116
17 H -1.81292 2.67334 2.16649  C7 1.089
18 H -1.60607 0.26677 2.46423  C8 1.043
19 H -1.49346 -1.23254 0.55876  C9 0.985
20 C 1.68867 1.63949 1.44475  C21 1.570, H27 1.078, H28 1.144, H29 1.153
21 C 1.40190 0.12987 1.12420  C20 1.570, C22 1.483, C26 1.352
22 C 1.48585 -0.67174 2.36916  C21 1.483, C23 1.350, H30 1.087
23 C 1.70737 -1.99081 2.18348  C22 1.350, C24 1.451, H31 1.101
24 C 1.91228 -2.56409 0.86669  C23 1.451, C25 1.400, H32 1.108
25 C 1.77191 -1.73152 -0.25056  C24 1.400, C26 1.369, H33 1.097
26 C 1.43081 -0.41319 -0.11330  C21 1.352, C25 1.369, H34 1.191
27 H 1.91805 1.78987 0.40261  C20 1.078
28 H 2.52906 1.94606 2.15828  C20 1.144
29 H 0.75659 2.15200 1.88991  C20 1.153
30 H 1.48472 -0.07377 3.27645  C22 1.087
31 H 1.87473 -2.83729 2.86774  C23 1.101
32 H 2.25111 -3.61882 0.86779  C24 1.108
33 H 1.71217 -2.15492 -1.26100  C25 1.097
34 H 1.32544 0.20961 -1.12276  C26 1.191

Calculated values
HOMO level (eV): -7.5375
SMILES: Cc1c[nH]c2ccccc12.Cc1ccccc1
Energy above the lowest of the compared OMol25 structures with the same formula, charge and spin (kJ/mol): 374.3
Charge: 0
Orbital gap (Eh): 0.3096